Arrangement a

16
Properties=species:S:1:pos:R:3:mulliken_charge:R:1 method="wB97M-V/def2-TZVPD" lumo_ev=0.748 smiles="CNC(=O)CCS"
C -2.58969 0.49414 1.70625 -0.789
N -1.76330 -0.58966 1.22390 -0.213
C -1.10181 -0.83578 0.05511 0.480
O -0.82937 -1.98787 -0.23804 -0.623
C -0.19753 0.30123 -0.48967 -0.510
C 1.22016 -0.19031 -0.73039 -0.653
S 2.46543 1.20048 -0.77336 -0.258
H -2.44817 0.58394 2.77962 0.280
H -2.30071 1.43237 1.23536 0.315
H -3.66897 0.43765 1.50924 0.277
H -2.06543 -1.48697 1.58597 0.232
H -0.28209 1.11529 0.23540 0.332
H -0.64462 0.68177 -1.40995 0.270
H 1.54563 -0.66616 0.19526 0.306
H 1.21837 -0.95808 -1.49663 0.420
H 3.12909 0.81097 -1.89244 0.132

Arrangement b

16
Properties=species:S:1:pos:R:3:mulliken_charge:R:1 method="wB97M-V/def2-TZVPD" lumo_ev=0.706 smiles="O=CNCCCS"
O -2.74610 -0.59746 -1.72830 -0.582
C -1.83623 -0.68923 -0.90652 0.017
N -1.38108 0.33445 -0.07313 -0.088
C -0.61069 0.28869 1.17813 -0.581
C 0.77673 -0.46845 0.93670 -0.592
C 1.59117 0.33710 -0.11805 -0.516
S 1.51595 -0.32720 -1.79114 -0.296
H -1.16781 -1.49860 -0.83861 0.347
H -1.98806 1.14779 -0.24945 0.204
H -1.22492 -0.28251 1.98213 0.265
H -0.58711 1.34575 1.59282 0.346
H 0.72131 -1.57791 0.88718 0.399
H 1.35604 -0.21813 1.87940 0.279
H 2.68739 0.29627 0.17952 0.366
H 1.24824 1.35427 -0.22235 0.321
H 1.64518 0.55517 -2.70834 0.111

Of them, arrangement b has the lowest stability.

Arrangement a

16
Properties=species:S:1:pos:R:3:mulliken_charge:R:1 method="wB97M-V/def2-TZVPD" lumo_ev=0.422
C 1.84550 -1.22612 -0.10072 -0.928
C 0.78656 -0.20949 0.43728 0.223
C 1.06109 1.17621 -0.28785 -0.621
C -3.17448 0.02340 0.05983 -0.207
H 2.39052 -0.97975 -1.09971 0.294
H 2.85535 -1.37345 0.91902 0.214
H 1.00848 -2.42494 -0.32531 0.232
H 0.83130 0.01729 1.64744 0.352
H 0.89243 0.79743 -1.41700 0.333
H 1.97034 1.69535 0.05568 0.316
H -0.67365 1.76629 -0.09324 0.383
H -3.44949 -1.18131 -0.01932 0.122
H -3.84320 0.91402 -0.00538 0.284
N -1.87954 0.20684 -0.15639 -0.356
O 0.12524 2.03172 0.27816 -0.489
S -0.74646 -1.23349 0.10751 -0.150

Arrangement b

16
Properties=species:S:1:pos:R:3:mulliken_charge:R:1 method="wB97M-V/def2-TZVPD" lumo_ev=-0.304
C -1.33289 0.38306 -1.32163 -0.126
C -2.34797 0.55277 -0.25825 -0.383
C -2.22786 -0.75352 -0.97077 -0.415
C 2.31980 -1.02554 0.78341 -0.890
N 1.67008 1.27831 -0.29510 -0.626
O 0.30772 0.38137 1.69351 -0.621
S 0.81549 -0.04191 0.39091 0.667
H -1.97596 0.63414 0.75421 0.212
H -3.18943 1.20051 -0.46232 0.252
H -2.97467 -1.02724 -1.70292 0.252
H -1.79918 -1.59962 -0.45595 0.154
H 2.95726 -0.43587 1.42922 0.290
H 2.00589 -1.92933 1.29250 0.306
H 2.82411 -1.26454 -0.14342 0.330
H 1.16027 1.61320 -1.10370 0.331
H 1.78734 2.03422 0.37030 0.269

Arrangement c

16
Properties=species:S:1:pos:R:3:mulliken_charge:R:1 method="wB97M-V/def2-TZVPD" lumo_ev=0.619 smiles="N[C@@H](C=O)CCS"
N 1.60461 0.38183 -0.77896 -0.644
C 0.54823 0.80115 0.11410 0.212
C 0.09263 2.20116 -0.23993 -0.176
O 0.24482 2.63799 -1.35212 -0.480
C -0.83547 0.01287 0.27688 -0.582
C -0.69351 -1.47217 -0.13103 -1.031
S 0.64665 -2.29615 0.90006 -0.222
H 1.93098 -0.53900 -0.50839 0.291
H 1.20493 0.24347 -1.70348 0.252
H 0.89072 0.77210 1.15020 0.291
H -0.62556 2.66729 0.45421 0.371
H -1.07391 0.06013 1.34024 0.371
H -1.61444 0.43376 -0.36270 0.408
H -0.44009 -1.47874 -1.18417 0.382
H -1.59833 -1.99424 0.16144 0.434
H -0.28225 -2.43144 1.86367 0.125

Of them, arrangement a has the lowest stability.

Arrangement a

16
Properties=species:S:1:pos:R:3:mulliken_charge:R:1 method="wB97M-V/def2-TZVPD" lumo_ev=-0.693 smiles="CCN=S.CC=O"
C -2.02330 -1.18428 -0.59128 -0.994
C -2.30604 -0.56723 0.77022 -0.208
N -2.26690 0.84894 0.85663 -0.163
S -1.82488 1.76996 -0.30537 -0.091
H -2.12875 -2.26451 -0.54834 0.350
H -2.71634 -0.78819 -1.33135 0.351
H -1.00789 -0.94264 -0.89582 0.234
H -3.29364 -0.86053 1.15080 0.319
H -1.57358 -0.92378 1.50647 0.221
C 2.84949 1.41763 0.30792 -1.099
C 1.67885 0.62433 -0.17743 0.249
O 1.07324 -0.18600 0.46509 -0.456
H 2.91304 1.39576 1.39287 0.292
H 2.78730 2.44210 -0.05049 0.317
H 3.75572 0.97170 -0.10208 0.313
H 1.40033 0.84070 -1.22937 0.364

Arrangement b

16
Properties=species:S:1:pos:R:3:mulliken_charge:R:1 method="wB97M-V/def2-TZVPD" lumo_ev=0.753 smiles="O=CNCCCS"
O 0.44564 2.13875 2.46079 -0.576
C 0.83512 1.16230 1.86736 0.036
N 0.52410 0.92919 0.56207 -0.043
C 1.14900 -0.04848 -0.27776 -0.885
C 0.19544 -1.10865 -0.80353 -0.302
C -1.25171 -0.67565 -1.09175 -0.883
S -2.45981 -0.42334 0.28030 -0.126
H 1.41404 0.34610 2.31464 0.306
H -0.07871 1.66362 0.22766 0.320
H 2.02860 -0.44155 0.26435 0.354
H 1.66149 0.44496 -1.08918 0.331
H 0.07192 -1.89263 -0.04440 0.288
H 0.63387 -1.66078 -1.62526 0.392
H -1.70475 -1.49612 -1.64165 0.352
H -1.24087 0.20820 -1.76402 0.366
H -2.22337 0.85408 0.36038 0.069

Of them, arrangement a has the lowest stability.

Arrangement a

16
Properties=species:S:1:pos:R:3:mulliken_charge:R:1 method="wB97M-V/def2-TZVPD" lumo_ev=0.785 smiles="O=CNCCCS"
O 3.04744 -1.19888 1.59501 -0.577
C 1.81143 -1.26958 1.69431 0.153
N 1.27822 -1.35842 0.41306 -0.104
C -0.10053 -1.09243 0.08253 -0.565
C -0.39359 -0.12487 -1.26541 -0.695
C -0.49775 1.30928 -0.89838 -0.580
S -2.27402 1.75053 -0.71654 -0.199
H 1.41370 -1.49583 2.77009 0.311
H 1.88471 -1.51722 -0.38149 0.260
H -0.90036 -1.83737 0.12676 0.323
H -0.67284 -0.32725 0.97842 0.197
H 0.36317 -0.46359 -2.06255 0.364
H -1.34012 -0.47142 -1.58531 0.374
H 0.14545 1.57815 -0.00914 0.322
H -0.08583 1.94922 -1.69699 0.323
H -2.66788 0.74245 -0.00493 0.093

Arrangement b

16
Properties=species:S:1:pos:R:3:mulliken_charge:R:1 method="wB97M-V/def2-TZVPD" lumo_ev=-4.017
C -1.66587 0.53447 -0.89945 -1.129
C -0.21322 0.36141 -1.57034 -0.398
C 0.82893 0.80503 -0.58519 -0.454
S 0.49305 2.48393 -0.11414 -0.150
C -0.32170 -2.03681 0.85679 0.239
N 0.08789 -1.92914 2.14852 -0.346
O 0.32680 -2.86839 0.23358 -0.369
H -2.46124 -0.06022 -1.30836 0.341
H -1.61021 0.18926 0.07795 0.307
H 0.00633 -0.73359 -1.80388 0.236
H -0.05065 1.08296 -2.40434 0.365
H 0.90575 0.15359 0.28421 0.158
H 1.86438 0.74608 -1.09182 0.307
H -1.87374 1.58816 -0.95103 0.404
H -0.63532 -1.89912 2.87027 0.261
H 0.96746 -2.34357 2.43416 0.227

Arrangement c

16
Properties=species:S:1:pos:R:3:mulliken_charge:R:1 method="wB97M-V/def2-TZVPD" lumo_ev=0.743
C 1.83722 -1.18404 -2.19350 -0.549
C 0.70737 -0.83459 -3.11314 -0.295
C 0.39276 -1.58872 -2.10509 -0.306
C -0.85928 1.43800 2.94144 -0.859
N -0.61269 0.57500 0.36323 -0.471
O -2.38173 -0.40303 1.85064 -0.565
S -1.87347 0.90069 1.46480 0.498
H 2.58790 -1.90152 -2.50319 0.215
H 2.22824 -0.43084 -1.51521 0.184
H -0.13304 1.39511 0.02846 0.234
H 0.44488 -0.30278 -3.99394 0.362
H -0.32560 -2.12352 -1.53641 0.386
H -1.54646 1.83502 3.68088 0.292
H -0.15388 2.20405 2.63944 0.315
H -0.35074 0.57088 3.35066 0.294
H 0.03852 -0.14972 0.64092 0.266

Of them, arrangement b has the lowest stability.